ORCA calculation (ωB97M-V/def2-TZVPD) on C18H34N2O6 in the gas phase.

Properties
HOMO energy ... -9.53 eV
Largest force on an atom ... 0.69 eV/Å
Energy relative to the best compared isomer or geometry (same formula, charge and spin) ... 1.5 kcal per mole
SMILES ... CC(C)(C)OC(=O)NCCCC(CCCNC(=O)OC(C)(C)C)C(=O)O
LUMO level ... 0.0191 Eh
Gap between HOMO and LUMO ... 10.1 eV

```
60
Properties=species:S:1:pos:R:3:forces:R:3:nbo_charge:R:1
C 1.15717 -4.38267 1.76844 -0.3 0.0 -0.1 -0.6446
H 1.41523 -4.36787 0.71306 0.1 0.0 0.0 0.2430
H 1.93752 -4.90323 2.31616 0.1 0.0 0.1 0.2124
H 1.09258 -3.35911 2.13363 0.0 0.1 0.1 0.2040
C -0.18024 -5.09704 1.97024 0.5 -0.3 0.2 0.2726
C -0.12231 -6.52797 1.43692 -0.1 0.3 -0.1 -0.6452
H 0.14882 -6.52444 0.38503 0.0 -0.1 0.0 0.2436
H 0.61786 -7.09659 1.99289 0.1 -0.1 0.1 0.2112
H -1.09312 -7.00620 1.54800 -0.1 -0.1 0.0 0.2115
C -0.56992 -5.09406 3.44947 0.0 0.1 -0.5 -0.6128
H 0.17675 -5.62639 4.03095 0.1 -0.1 0.1 0.2121
H -1.53411 -5.57778 3.58061 -0.1 -0.1 0.0 0.2152
H -0.64404 -4.07298 3.81462 0.0 0.1 0.1 0.2118
O -1.24180 -4.35697 1.32448 -0.1 0.0 0.1 -0.5444
C -1.23132 -4.17888 -0.01503 -0.3 0.1 0.1 0.8944
O -0.38285 -4.56740 -0.78042 0.3 -0.1 -0.2 -0.6671
N -2.34607 -3.50221 -0.37729 -0.2 0.1 0.2 -0.6304
H -2.93469 -3.16237 0.36691 0.1 -0.1 0.0 0.3987
C -2.54705 -2.96748 -1.70446 0.0 0.2 -0.1 -0.2171
C -2.22297 -1.47270 -1.77607 0.2 -0.3 -0.1 -0.4087
C -0.72102 -1.22545 -1.65212 -0.3 0.3 0.0 -0.3888
C -0.38464 0.25183 -1.45736 0.1 -0.2 -0.2 -0.3428
C -0.76049 1.06450 -2.69496 0.0 -0.3 0.4 0.8040
O -0.85502 0.59928 -3.79707 0.0 0.0 -0.2 -0.5932
O -0.95286 2.36517 -2.47447 -0.1 0.5 0.0 -0.7048
H -0.83929 2.61790 -1.52983 0.0 -0.2 -0.2 0.5173
H -0.95396 0.65295 -0.61276 0.0 0.0 0.0 0.2144
C 1.11997 0.46395 -1.20973 0.0 0.0 0.2 -0.3883
C 1.57456 0.08961 0.20223 -0.2 0.2 -0.1 -0.4052
H 1.25518 -0.92501 0.44063 0.1 -0.1 0.1 0.2128
H 2.66635 0.10923 0.23290 0.0 -0.1 0.1 0.2049
C 1.03523 1.03371 1.28251 0.0 -0.3 -0.2 -0.2230
N 1.48665 2.39559 1.11360 0.2 0.1 0.1 -0.6194
C 0.75986 3.34087 0.48179 0.5 -0.1 0.3 0.9199
O -0.36634 3.15035 0.05893 -0.4 0.1 -0.1 -0.7215
O 1.45265 4.47928 0.41593 0.1 0.0 0.1 -0.5285
C 0.89391 5.67830 -0.18659 -0.3 0.5 -0.3 0.2733
C -0.38824 6.09082 0.53350 0.2 -0.3 0.0 -0.6451
H -0.19675 6.21862 1.59697 0.0 0.1 0.1 0.2118
H -0.74659 7.03083 0.12428 0.0 0.1 0.0 0.2173
H -1.15784 5.33534 0.40298 -0.1 0.0 0.0 0.2395
C 0.64745 5.45882 -1.67843 0.0 -0.2 0.3 -0.6406
H 0.40553 6.40838 -2.14713 0.0 0.1 -0.1 0.2179
H 1.54123 5.05574 -2.15004 0.1 0.0 -0.1 0.2162
H -0.17650 4.77146 -1.84506 0.0 0.0 -0.1 0.2336
C 1.98700 6.72706 0.02336 -0.2 -0.4 0.0 -0.6141
H 2.90016 6.42006 -0.47944 0.1 0.0 -0.1 0.2157
H 2.19715 6.84039 1.08365 0.0 0.0 0.1 0.2150
H 1.66523 7.68279 -0.37834 0.0 0.1 -0.1 0.2156
H 2.43609 2.62842 1.35642 -0.1 0.1 0.0 0.4068
H -0.05571 1.05768 1.26051 0.1 0.0 0.1 0.2193
H 1.35507 0.68557 2.26821 -0.1 0.0 0.0 0.2040
H 1.67220 -0.13841 -1.93314 0.0 0.1 -0.1 0.2222
H 1.37854 1.51026 -1.39318 0.1 0.0 -0.1 0.2056
H -0.33169 -1.79896 -0.81008 0.1 0.0 0.0 0.2033
H -0.23042 -1.58227 -2.55852 0.1 0.0 0.0 0.2260
H -2.57690 -1.07602 -2.72741 -0.1 0.1 0.0 0.2268
H -2.75626 -0.95512 -0.97315 -0.1 0.1 0.0 0.1859
H -1.88851 -3.52584 -2.37210 -0.1 0.0 0.0 0.2290
H -3.58646 -3.14330 -1.99560 0.1 0.0 0.0 0.1968
```
Forces are in eV/Å.